Density functional theory data (ωB97M-V/def2-TZVPD) for a cluster of 12 separate species, C40H114N10O12 in total in a non-equilibrium geometry.

```
176
Properties=species:S:1:pos:R:3:forces:R:3
O 2.38981 -2.13163 2.02140 0.6 -0.1 -0.7
H 1.77531 -1.80881 2.68050 -1.1 0.4 0.8
H 2.76133 -2.92471 2.40770 0.3 -0.2 0.0
O 3.11509 0.67385 1.92495 0.2 0.6 0.0
H 2.66768 0.93966 2.72832 -0.1 0.2 0.3
H 2.98812 -0.27391 1.88188 0.0 -0.9 -0.1
C -1.00473 1.94245 -0.18014 -0.9 -0.4 0.0
C 0.17927 1.12219 0.23521 -0.3 -0.5 -0.9
C 0.19775 -0.30776 -0.44342 0.9 1.1 0.6
O -0.95613 -1.03342 -0.12744 0.0 -0.6 -0.7
C -0.90008 -2.40569 -0.51736 -0.3 0.4 0.7
N 1.35887 1.92696 -0.02264 0.2 -0.4 0.1
H -1.02847 2.12227 -1.25494 0.2 0.2 -0.1
H -0.98319 2.86994 0.39205 -0.1 0.1 -0.3
H -1.92550 1.39276 0.01511 -0.3 0.2 0.2
H 0.10207 1.00803 1.31646 0.2 -0.4 0.2
H 1.11015 -0.78464 -0.08535 0.1 -0.4 0.2
H 0.29499 -0.29532 -1.52900 0.0 0.6 -0.3
H -0.26575 -2.96463 0.17061 0.3 0.0 -0.2
H -0.57176 -2.52032 -1.55040 0.0 0.0 0.0
H -1.90856 -2.79521 -0.37825 -0.1 0.0 -0.3
H 2.12623 1.53593 0.50495 0.3 -0.1 0.1
H 1.62115 1.85335 -0.99520 0.0 -0.1 -0.3
C -2.86391 -6.06176 0.20313 0.3 -0.4 0.3
C -3.54827 -7.20291 0.97087 -0.8 0.0 -1.0
C -3.60565 -8.62367 0.34017 0.6 0.5 -0.6
O -4.31632 -8.71443 -0.92064 0.2 0.4 1.4
C -4.55983 -10.06951 -1.21816 0.9 -0.3 -1.0
N -2.94650 -7.37583 2.27476 0.0 -0.8 0.9
H -3.07083 -5.18013 0.80977 -0.2 0.4 -0.4
H -3.20302 -5.95533 -0.82730 -0.3 0.1 0.2
H -1.77530 -6.09724 0.16099 0.0 -0.5 0.1
H -4.58817 -6.88773 1.05675 -0.3 0.1 0.0
H -3.98452 -9.36581 1.04287 -0.7 0.2 0.3
H -2.56870 -8.95061 0.26296 0.4 -0.1 -0.7
H -3.59842 -10.56006 -1.37035 0.3 -0.4 0.5
H -4.97842 -10.19903 -2.21621 -0.6 0.6 0.1
H -5.16061 -10.61352 -0.48932 -0.1 0.2 0.2
H -2.90868 -6.57708 2.89175 0.2 0.8 -0.7
H -3.59928 -7.93870 2.80121 0.1 -0.7 0.1
C -4.09979 -0.72254 3.45837 -0.8 -0.5 1.9
C -3.45385 -1.07025 2.16778 -0.4 1.7 -1.0
C -4.29052 -0.64234 0.92318 0.9 0.5 0.5
O -4.61632 0.76553 0.95059 0.3 -1.2 1.1
C -5.57250 1.10714 0.00410 0.0 0.7 -0.5
N -2.14209 -0.46972 2.17620 1.0 0.3 -0.4
H -3.32817 -0.75036 4.22774 0.0 -0.3 0.1
H -4.86484 -1.43834 3.75910 -0.1 -0.2 -0.1
H -4.57257 0.24701 3.61506 0.2 0.3 -0.9
H -3.27149 -2.13946 2.05993 -0.3 -0.2 0.2
H -5.14984 -1.31118 0.87495 -0.5 0.3 -0.2
H -3.64145 -0.75813 0.05520 -0.1 -0.5 -0.3
H -5.17864 1.03711 -1.00983 0.0 -0.6 -0.3
H -5.77029 2.17643 0.07900 -0.2 0.0 0.5
H -6.49280 0.53861 0.13794 -0.1 0.0 -0.2
H -2.12536 0.53735 2.10118 -0.9 0.5 0.6
H -1.74435 -0.66814 1.26927 0.5 -0.5 0.0
C 0.98052 -5.34234 -0.08909 -1.2 0.9 1.7
C 1.58186 -6.71160 -0.07752 -0.9 0.3 -1.3
C 0.66423 -7.69752 -0.84962 0.4 -0.3 1.5
O 1.17521 -9.03928 -0.81090 -0.8 -0.3 0.6
C 0.91114 -9.79825 0.43668 1.3 1.0 -1.5
N 2.89352 -6.59302 -0.64536 1.4 -1.5 0.1
H 0.67882 -4.91951 -1.04737 0.2 -0.3 -0.2
H 1.57241 -4.60674 0.45558 0.7 0.0 -0.4
H 0.10909 -5.33295 0.56560 -0.6 -0.2 -0.2
H 1.67234 -7.09365 0.93931 0.1 0.2 0.1
H 0.56406 -7.34961 -1.87774 0.1 -0.3 -0.2
H -0.31035 -7.69372 -0.36148 -0.3 0.1 -0.1
H 1.22105 -10.80930 0.17241 -0.2 0.0 0.2
H -0.11257 -9.78530 0.81077 -0.1 0.3 -0.3
H 1.60516 -9.40480 1.17939 -0.2 -0.1 0.4
H 3.19278 -7.55767 -0.64535 0.9 -0.4 0.3
H 2.92078 -6.46721 -1.64712 -0.7 0.8 -0.4
C 0.89152 -4.18106 -3.95390 -0.8 -0.4 1.0
C 1.88185 -3.99515 -5.05827 -0.4 1.1 -0.3
C 1.67670 -2.64828 -5.82833 -1.0 -1.3 -0.3
O 0.38335 -2.66871 -6.45309 -0.6 0.7 1.0
C -0.22312 -1.36745 -6.61881 1.3 -0.3 -1.2
N 3.18234 -3.96202 -4.47368 1.4 0.0 0.4
H 1.31213 -4.83423 -3.18934 0.1 -0.4 -0.2
H -0.04194 -4.63264 -4.28979 0.0 0.2 0.0
H 0.67727 -3.29504 -3.35626 -0.1 0.5 -0.4
H 1.82572 -4.89485 -5.67104 -0.1 0.3 -0.6
H 2.47131 -2.50889 -6.56131 0.1 -0.2 -0.4
H 1.81375 -1.82124 -5.13167 -0.4 0.1 0.3
H -1.26562 -1.35587 -6.93685 -0.1 -0.9 0.4
H 0.31363 -0.98084 -7.48514 0.0 0.8 0.0
H -0.10757 -0.67801 -5.78249 0.1 -0.3 0.3
H 3.82574 -3.54206 -5.12924 0.4 -0.2 -0.2
H 3.19452 -3.33241 -3.68403 -0.1 0.1 0.3
C 4.68284 1.12687 -0.73792 0.3 -1.4 1.2
C 4.82655 1.45670 -2.18602 0.6 1.8 -0.5
C 3.55192 1.91450 -2.83758 -1.6 -1.4 0.4
O 2.60779 0.75897 -2.82827 1.2 0.8 -0.3
C 1.49008 0.86805 -3.67108 0.2 -0.3 0.0
N 5.82762 2.59608 -2.25580 -0.5 -1.0 0.3
H 5.62830 0.72587 -0.37269 0.4 0.6 0.1
H 4.04548 0.29338 -0.44268 -0.6 -0.1 -0.8
H 4.32805 1.92671 -0.08793 0.3 0.4 -0.3
H 5.19217 0.62530 -2.78867 0.2 -0.1 0.2
H 3.80452 2.26473 -3.83840 -0.5 -0.1 -0.3
H 3.03333 2.67992 -2.26027 0.3 0.5 -0.1
H 1.06023 -0.13024 -3.75319 0.0 -0.1 0.0
H 1.77257 1.18522 -4.67493 0.0 0.2 -0.2
H 0.71014 1.51148 -3.26392 -0.1 0.4 0.0
H 5.46922 3.34292 -1.67798 0.0 0.2 0.2
H 5.96525 3.00382 -3.16954 -0.2 -0.3 -0.3
C 0.20671 5.63579 1.43653 1.6 -0.8 0.0
C 1.75424 5.68667 1.18723 -0.1 0.8 -0.5
C 2.66153 5.14200 2.32353 -0.3 0.0 -1.2
O 2.59671 5.88441 3.46920 -0.5 1.8 2.0
C 3.40878 5.42380 4.56244 -0.7 -0.8 -1.6
N 2.12536 4.99896 -0.07464 0.0 -0.1 1.4
H -0.15410 6.46411 2.04627 -0.1 -0.2 0.0
H 0.06605 4.65980 1.90102 -0.6 0.0 0.4
H -0.28704 5.58092 0.46632 -0.2 0.4 0.1
H 2.00049 6.72161 0.94984 0.2 0.4 0.7
H 3.70093 5.18139 1.99765 0.2 -0.5 -0.6
H 2.34214 4.11995 2.52725 0.1 -0.6 -0.1
H 3.55991 6.20655 5.30580 -0.1 -0.1 -0.3
H 4.33655 5.04123 4.13702 0.5 0.3 0.2
H 2.90808 4.54112 4.96027 0.0 0.0 0.6
H 1.31729 5.12936 -0.66635 0.1 -0.4 -0.4
H 2.18014 4.02090 0.17134 -0.2 -0.5 -0.5
C 2.30075 8.70942 -3.87552 0.8 -0.8 -1.1
C 1.81877 7.74984 -2.77495 -1.0 -0.4 -0.6
C 1.05563 6.55862 -3.36496 -0.2 0.2 -0.6
O 0.51753 5.68242 -2.37901 0.4 -0.4 -0.2
C -0.16621 4.54928 -2.92626 0.0 0.6 0.2
N 2.93190 7.21999 -1.99242 -0.8 0.6 0.5
H 2.66353 8.14170 -4.73236 -0.1 -0.9 -0.1
H 3.26420 9.17399 -3.66567 -0.4 0.6 0.8
H 1.63156 9.37975 -4.41491 -0.4 0.3 0.9
H 1.05557 8.19835 -2.13899 0.1 0.6 0.2
H 1.73812 6.02037 -4.02268 0.1 -0.3 -0.2
H 0.20481 6.92723 -3.93795 0.0 0.2 -0.4
H -1.14346 4.88795 -3.27032 -0.3 -0.2 0.1
H -0.23431 3.78909 -2.14807 -0.2 0.3 0.1
H 0.30681 4.06060 -3.77806 0.6 0.3 -0.1
H 2.49982 6.45271 -1.49776 0.5 -1.1 -0.1
H 2.91222 7.83374 -1.19054 1.1 0.7 0.3
C -0.59299 0.35663 5.49699 0.6 1.4 0.2
C 0.60990 0.20600 4.53872 0.5 -1.7 1.3
C 1.98803 0.00687 5.26153 -1.8 1.5 -0.6
O 2.22347 1.25146 5.90069 1.2 -0.7 0.5
C 3.51509 1.28008 6.54119 -1.0 0.7 0.1
N 0.34088 -1.00582 3.78997 0.8 -0.4 -0.8
H -0.42373 1.19043 6.17833 -0.3 0.2 0.0
H -0.77549 -0.51326 6.12792 0.5 -0.3 -0.1
H -1.52534 0.49403 4.94931 0.1 0.3 -0.2
H 0.77658 0.98454 3.79428 -0.5 0.5 0.3
H 2.74281 -0.17747 4.49705 0.2 -0.3 0.0
H 1.92240 -0.82601 5.96160 0.1 -0.1 0.2
H 3.46695 2.12604 7.22685 0.1 0.0 0.0
H 4.32344 1.47085 5.83530 0.0 -0.2 -0.2
H 3.70042 0.38256 7.13128 0.0 -0.2 -0.1
H -0.01418 -1.69116 4.44139 0.0 -0.3 0.0
H -0.45140 -0.75770 3.21479 -0.6 -0.5 -0.5
C -3.97794 4.02366 3.11515 -0.3 -0.6 0.4
C -4.06460 5.08917 2.06075 0.5 -0.9 -0.5
C -3.63940 4.62417 0.70771 2.1 0.0 -1.4
O -3.40271 5.75074 -0.17565 -0.4 0.2 2.1
C -3.55059 5.41850 -1.48948 -0.2 -0.3 -1.3
N -5.44017 5.47211 1.90251 -1.1 2.1 0.6
H -4.32355 4.38115 4.08512 -0.1 0.3 -0.1
H -2.98008 3.62455 3.29704 0.1 -0.2 -0.4
H -4.69186 3.26150 2.80283 0.3 -0.5 0.2
H -3.37167 5.88011 2.34774 -0.5 0.6 -0.1
H -4.34521 3.95624 0.21396 -0.4 -0.1 0.3
H -2.68095 4.10534 0.69092 0.1 -0.4 0.4
H -3.28133 4.38114 -1.68811 0.5 -0.2 -0.1
H -2.93878 6.09077 -2.09101 0.0 -0.1 -0.1
H -4.58630 5.47772 -1.82400 -0.4 0.3 -0.1
H -5.41275 6.42575 1.57096 -0.3 0.5 0.2
H -5.90049 5.03054 1.11943 0.2 -0.7 0.0
```
Positions in Å, forces in eV/Å.

Results
structure (SMILES) = COC[C@H](C)N.COC[C@H](C)N.COC[C@H](C)N.COC[C@H](C)N.COC[C@H](C)N.COC[C@H](C)N.COC[C@H](C)N.COC[C@H](C)N.COC[C@H](C)N.COC[C@H](C)N.O.O
strongest force on any atom = 0.054 Eh/bohr
2S+1 = 1
orbital gap = 8.94 eV
energy relative to the best compared isomer or geometry (same formula, charge and spin) = 378.1 kJ/mol